Record 1
DFT (ωB97M-V with the def2-TZVPD basis set) results for 3 unconnected molecules or ions with the total composition C16H38FO10PS2 in a non-equilibrium geometry.

Results
SMILES	CCCCCO[P@@](=O)(OF)O[C@H](C)CCC.CCOS(C)(=O)=O.CCOS(C)(=O)=O
LUMO	0.23	eV
highest occupied orbital energy	-10.60	eV

Last column: natural (NBO) charge in e.
Positions of all 68 atoms, in Å:
1 C -1.386 4.561 2.613  -0.64
2 C 0.125 5.139 2.350  -0.41
3 C 1.125 4.128 1.534  -0.43
4 C 0.571 3.629 0.074  -0.44
5 C 0.115 2.020 0.063  -0.10
6 O -1.289 2.004 0.499  -0.78
7 P -1.635 0.694 1.592  2.34
8 O -1.140 -0.742 1.050  -1.04
9 O -0.959 0.860 3.188  -0.36
10 F 0.346 1.001 3.170  -0.09
11 O -3.371 0.626 1.777  -0.73
12 C -3.940 1.922 2.176  0.05
13 C -3.958 2.210 3.789  -0.67
14 C -5.536 1.897 1.680  -0.43
15 C -5.854 3.220 0.729  -0.42
16 C -6.094 4.599 1.606  -0.65
17 H -1.364 3.393 2.707  0.20
18 H -2.174 4.831 1.788  0.21
19 H -1.782 4.961 3.666  0.22
20 H 0.613 5.292 3.429  0.21
21 H 0.017 6.210 1.892  0.21
22 H 1.467 3.178 2.135  0.22
23 H 2.125 4.743 1.316  0.22
24 H 1.360 3.827 -0.766  0.23
25 H -0.415 4.213 -0.260  0.22
26 H 0.838 1.338 0.681  0.22
27 H 0.216 1.661 -1.071  0.19
28 H -3.469 2.857 1.653  0.21
29 H -4.401 3.308 3.942  0.23
30 H -4.655 1.501 4.414  0.23
31 H -2.882 2.248 4.290  0.23
32 H -6.280 1.771 2.575  0.22
33 H -5.716 0.956 0.969  0.23
34 H -6.855 2.984 0.139  0.21
35 H -5.032 3.419 -0.083  0.22
36 H -6.818 5.275 0.944  0.22
37 H -5.100 5.250 1.718  0.21
38 H -6.652 4.432 2.625  0.22
39 O 2.876 -0.758 -3.104  -0.93
40 S 2.666 -0.680 -1.673  2.34
41 O 3.094 0.464 -0.896  -0.94
42 O 3.241 -2.035 -0.977  -0.71
43 C 4.605 -2.378 -1.186  -0.08
44 C 5.536 -1.475 -0.397  -0.64
45 C 0.943 -0.957 -1.339  -0.88
46 H 4.848 -2.361 -2.254  0.19
47 H 4.736 -3.409 -0.842  0.21
48 H 5.483 -0.443 -0.755  0.22
49 H 6.574 -1.807 -0.490  0.22
50 H 5.257 -1.464 0.662  0.22
51 H 0.609 -1.838 -1.890  0.25
52 H 0.394 -0.074 -1.674  0.24
53 H 0.808 -1.092 -0.264  0.28
54 O 3.578 -5.902 -1.490  -0.93
55 S 3.114 -6.883 -2.448  2.35
56 O 4.004 -7.501 -3.408  -0.92
57 O 1.820 -6.285 -3.236  -0.71
58 C 1.960 -5.052 -3.930  -0.08
59 C 2.769 -5.215 -5.204  -0.64
60 C 2.274 -8.178 -1.567  -0.88
61 H 2.399 -4.290 -3.277  0.20
62 H 0.953 -4.711 -4.190  0.20
63 H 3.804 -5.493 -4.983  0.23
64 H 2.790 -4.283 -5.775  0.22
65 H 2.349 -6.009 -5.829  0.21
66 H 1.571 -7.733 -0.860  0.25
67 H 3.028 -8.758 -1.031  0.26
68 H 1.757 -8.817 -2.285  0.25

---

Record 2
DFT (ωB97M-V with the def2-TZVPD basis set) results for 6 unconnected molecules or ions with the total composition C16H38N4O9 in a non-equilibrium geometry.

Results
LUMO	-3.15	eV
relative energy (zero: lowest compared OMol25 entry of this formula, charge and spin)	100.0	kJ/mol
highest occupied orbital energy	-7.49	eV

Last column: natural (NBO) charge in e.
Positions of all 67 atoms, in Å:
1 C -5.471 0.208 -1.698  -0.62
2 C -3.948 0.287 -1.711  0.08
3 C -3.440 1.688 -1.387  -0.44
4 C -3.388 2.125 0.089  -0.40
5 C -2.511 1.116 0.808  -0.45
6 C -3.046 -0.328 0.801  0.12
7 N -3.374 -0.685 -0.658  0.38
8 O -3.307 -1.824 -0.970  -0.12
9 C -4.394 -0.490 1.599  -0.62
10 C -1.843 -1.181 1.231  -0.66
11 C -3.341 -0.001 -3.098  -0.64
12 H -5.701 -0.769 -2.119  0.23
13 H -5.863 0.989 -2.348  0.25
14 H -5.866 0.464 -0.716  0.22
15 H -3.998 2.435 -1.957  0.23
16 H -2.438 1.890 -1.774  0.26
17 H -4.365 2.085 0.576  0.18
18 H -2.936 3.099 0.266  0.24
19 H -2.322 1.365 1.855  0.23
20 H -1.503 1.169 0.384  0.28
21 H -5.155 0.268 1.434  0.23
22 H -4.152 -0.472 2.661  0.25
23 H -4.771 -1.477 1.328  0.22
24 H -1.427 -0.913 2.202  0.26
25 H -0.992 -1.149 0.548  0.28
26 H -2.189 -2.217 1.264  0.21
27 H -3.792 0.588 -3.896  0.25
28 H -3.449 -1.036 -3.436  0.22
29 H -2.270 0.157 -3.224  0.26
30 O 0.366 0.509 -1.223  -1.31
31 H 1.016 0.485 -0.515  0.38
32 C 1.404 1.782 1.225  -0.49
33 N 1.371 1.524 2.682  0.53
34 O 1.950 2.305 3.409  -0.36
35 O 0.587 0.693 3.093  -0.41
36 H 1.860 2.734 0.967  0.24
37 H 0.404 1.944 0.828  0.26
38 H 1.882 0.897 0.825  0.22
39 C 3.194 -0.269 -1.790  -0.46
40 N 4.696 -0.088 -1.731  0.52
41 O 5.099 1.050 -1.931  -0.40
42 O 5.392 -0.981 -1.291  -0.38
43 H 2.930 0.541 -2.465  0.24
44 H 2.885 0.094 -0.819  0.23
45 H 2.953 -1.245 -2.191  0.23
46 C 0.516 0.532 -4.431  -0.51
47 N 0.096 1.920 -4.700  0.54
48 O -1.109 2.132 -4.831  -0.42
49 O 0.924 2.780 -4.889  -0.36
50 H 1.043 0.436 -3.479  0.30
51 H 1.258 0.228 -5.169  0.23
52 H -0.315 -0.161 -4.370  0.22
53 C 6.276 -2.249 3.837  -0.62
54 C 4.896 -1.646 3.917  -0.06
55 O 4.065 -2.135 2.888  -0.55
56 C 2.851 -1.427 2.667  -0.05
57 C 2.080 -1.963 1.498  -0.63
58 H 7.038 -1.605 4.276  0.21
59 H 6.273 -3.235 4.299  0.20
60 H 6.590 -2.302 2.793  0.22
61 H 4.518 -1.825 4.930  0.16
62 H 5.061 -0.564 3.838  0.16
63 H 2.254 -1.563 3.575  0.17
64 H 3.193 -0.394 2.546  0.15
65 H 1.177 -1.361 1.407  0.22
66 H 1.870 -3.020 1.664  0.22
67 H 2.709 -1.948 0.606  0.22

---

Record 3
DFT (ωB97M-V with the def2-TZVPD basis set) results for a gas-phase ion, C16H38N6O4P (charge +1) in a non-equilibrium geometry.

Results
SMILES	CCCCCCN(CCCCC)C1=[N+](P(=O)(O)O)COCN1CC(N)(N)N
LUMO	-3.85	eV
highest occupied orbital energy	-12.59	eV
total charge	+1

Last column: natural (NBO) charge in e.
Positions of all 65 atoms, in Å:
1 C 4.824 -1.059 2.117  -0.64
2 C 4.249 0.487 2.346  -0.42
3 C 4.490 1.470 1.054  -0.42
4 C 3.969 0.869 -0.381  -0.42
5 C 2.382 1.266 -0.725  -0.44
6 C 1.554 -0.142 -0.719  -0.25
7 N 0.170 -0.105 -1.326  -0.38
8 C -0.280 1.064 -2.161  -0.25
9 C -0.712 2.420 -1.378  -0.44
10 C -0.904 2.299 0.241  -0.43
11 C -0.688 3.845 0.843  -0.42
12 C -2.137 4.674 0.947  -0.64
13 C -0.657 -1.221 -1.129  0.80
14 N -2.051 -1.380 -1.654  -0.50
15 C -3.086 -0.471 -1.087  -0.27
16 C -3.481 -0.641 0.484  0.41
17 N -4.563 0.425 0.771  -0.88
18 N -2.366 -0.318 1.474  -0.89
19 N -4.200 -1.967 0.813  -0.87
20 C -2.488 -2.802 -1.852  0.07
21 O -2.253 -3.729 -0.752  -0.52
22 C -1.223 -3.300 0.192  0.05
23 N -0.113 -2.447 -0.362  -0.80
24 P 0.907 -3.475 -1.401  2.28
25 O 0.361 -4.920 -1.700  -0.98
26 O 1.201 -2.730 -2.987  -0.93
27 O 2.472 -3.599 -0.609  -0.94
28 H 4.766 -1.692 3.126  0.23
29 H 4.125 -1.611 1.347  0.18
30 H 5.966 -1.062 1.773  0.23
31 H 3.112 0.452 2.695  0.20
32 H 4.842 0.892 3.299  0.23
33 H 4.019 2.518 1.297  0.22
34 H 5.662 1.658 0.935  0.23
35 H 4.697 1.321 -1.212  0.23
36 H 4.073 -0.300 -0.461  0.21
37 H 2.419 1.822 -1.755  0.23
38 H 1.938 2.014 0.069  0.23
39 H 1.505 -0.503 0.418  0.26
40 H 2.193 -0.898 -1.388  0.22
41 H -1.179 0.784 -2.894  0.25
42 H 0.626 1.328 -2.892  0.25
43 H 0.128 3.237 -1.606  0.23
44 H -1.704 2.862 -1.844  0.24
45 H -2.064 2.082 0.422  0.21
46 H -0.210 1.517 0.767  0.23
47 H -0.195 3.836 1.915  0.22
48 H -0.003 4.507 0.161  0.21
49 H -3.066 3.952 0.976  0.20
50 H -2.266 5.389 0.000  0.22
51 H -2.181 5.390 1.883  0.24
52 H -4.091 -0.676 -1.700  0.24
53 H -2.885 0.693 -1.261  0.24
54 H -5.519 -0.025 0.728  0.37
55 H -4.582 1.148 0.021  0.36
56 H -2.562 0.612 1.955  0.40
57 H -2.516 -1.022 2.257  0.38
58 H -4.793 -1.860 1.670  0.39
59 H -4.831 -2.153 -0.018  0.37
60 H -3.664 -2.798 -2.056  0.22
61 H -1.959 -3.225 -2.809  0.22
62 H -0.703 -4.299 0.592  0.25
63 H -1.745 -2.852 1.168  0.24
64 H 2.171 -2.436 -2.955  0.51
65 H 2.270 -3.531 0.377  0.51